No. 1
An isolated molecule of C5H4N2OS in a non-equilibrium geometry. Source: the OMol25 dataset; level of theory: ωB97M-V/def2-TZVPD.

Its SMILES is c1cc2n(c1)SN1O[C@@H]21. The charge is 0. The calculation puts the LUMO energy at 0.05 eV. The max |F| is 4.01 eV Å⁻¹. For the orbital gap, the calculation gives 8.782 eV. The energy comes out at -775.7103 a.u.

Last column: Mulliken charge in e.
Element x y z (Å)
1 C -1.8075 -0.7287 -0.2363  -0.4028
2 C -1.3337 0.5862 0.0584  -0.8221
3 C 0.0559 0.4888 0.2131  0.3216
4 N 0.3625 -0.8397 -0.0807  -0.0191
5 C -0.7711 -1.5564 -0.2672  -0.3189
6 S 2.0440 -1.2229 0.1865  0.0209
7 N 2.4887 0.6593 0.3868  -0.3436
8 O 2.1368 1.3590 -0.7467  -0.2757
9 C 1.1894 1.3285 0.3005  0.1929
10 H -2.7509 -1.0829 -0.3723  0.4807
11 H -1.8457 1.4399 0.3671  0.4237
12 H -0.7954 -2.6112 -0.6835  0.3083
13 H 1.0272 2.1801 0.8743  0.4342


No. 2
The ion C5H4N3O2 with charge +1 in a non-equilibrium geometry. Source: the OMol25 dataset; level of theory: ωB97M-V/def2-TZVPD.

Its multiplicity is 3. The charge is +1. The calculation puts the LUMO energy (spin up / spin down) at -6.16 / -8.58 eV. The max |F| is 2.45 eV Å⁻¹. For the orbital gap (spin up / spin down), the calculation gives 9.091 / 6.279 eV. The energy comes out at -507.2528 a.u.

Last column: Löwdin spin population.
Element x y z (Å)
1 C -0.4976 -1.4378 1.3440  0.4144
2 C 0.1244 -0.2367 1.7071  0.0711
3 C -0.8573 -1.5009 -0.0065  0.0800
4 C 0.8019 1.6647 0.0307  0.0401
5 C -0.1559 0.2360 -1.8062  0.0419
6 N 0.2749 0.7550 0.9419  0.5678
7 N -0.7444 -0.5339 -0.8100  0.5881
8 N 0.5447 1.3154 -1.2900  0.0380
9 O 1.4036 2.6320 0.3593  0.0430
10 O -0.2771 -0.0072 -2.9613  0.0482
11 H -0.6842 -2.2339 2.0418  0.0155
12 H 0.4704 -0.1712 2.7467  0.0242
13 H -1.3355 -2.4376 -0.3170  0.0262
14 H 0.9321 1.9562 -1.9805  0.0016


No. 3
An isolated molecule of C5H4N4O in a non-equilibrium geometry. Source: the OMol25 dataset; level of theory: ωB97M-V/def2-TZVPD.

The charge is 0. The calculation puts the LUMO energy (spin up / spin down) at -0.21 / -0.21 eV. The max |F| is 3.75 eV Å⁻¹. For the orbital gap (spin up / spin down), the calculation gives 8.465 / 8.466 eV. The energy comes out at -487.0786 a.u.

Last column: Mulliken charge in e.
Element x y z (Å)
1 C 0.6046 -1.4297 0.8494  -0.6667
2 C 0.3554 -1.8732 -1.3754  -0.0083
3 C 0.1732 -0.1177 0.5432  0.8135
4 C -0.1319 0.1857 -0.8254  0.6197
5 C -0.0645 1.0180 1.3475  -0.9532
6 N 0.6922 -2.2813 -0.1555  -0.5686
7 N 0.0229 -0.6780 -1.7930  -0.5991
8 N -0.4285 2.0480 0.6134  0.5172
9 N -0.5542 1.4860 -0.8037  -0.2062
10 O -0.7503 3.1445 1.1760  -0.6963
11 H 0.8929 -1.8832 1.7387  0.5053
12 H 0.3570 -2.5248 -2.2140  0.3996
13 H 0.0323 1.0487 2.3513  0.5617
14 H -1.2013 1.8570 -1.4524  0.2815


No. 4
A structure of composition C5H4N9O2OsS. Source: the OMol25 dataset; level of theory: ωB97M-V/def2-TZVPD.

Its multiplicity is 2. The charge is 0. The calculation puts the LUMO energy (spin up / spin down) at -1.32 / -3.18 eV. The max |F| is 0.23 eV Å⁻¹. For the orbital gap (spin up / spin down), the calculation gives 8.043 / 6.219 eV. The energy comes out at -1325.0181 a.u.

Last column: Löwdin spin population.
Element x y z (Å)
1 Os 0.2954 0.1695 -0.3209  0.7449
2 N -1.0027 -2.3105 1.5472  0.0310
3 C -0.1380 -1.4526 2.1792  0.0235
4 N 0.1979 -1.4928 3.4391  0.0008
5 N 1.1061 -0.4875 3.5819  0.0332
6 N 1.3321 0.1093 2.4852  -0.0093
7 N 0.5200 -0.4565 1.5376  0.0482
8 C -0.9595 -2.5249 0.1853  0.0104
9 N -1.4278 -3.5778 -0.4328  0.0006
10 N -1.1294 -3.3650 -1.7387  0.0138
11 N -0.5332 -2.2508 -1.9114  0.0008
12 N -0.4018 -1.6662 -0.6856  0.0250
13 H -1.3478 -3.0789 2.1024  0.0006
14 C -0.4309 3.8336 -1.6862  -0.0002
15 C -0.1175 2.4811 -1.1641  0.0068
16 O 0.4767 2.2734 -0.0664  -0.0009
17 O -0.4497 1.4219 -1.8108  0.0378
18 H 0.0460 4.5929 -1.0738  -0.0001
19 H -1.5123 3.9720 -1.6742  0.0000
20 H -0.1013 3.9045 -2.7213  0.0003
21 S 3.5310 -0.1122 -1.0548  0.0303
22 C 2.0467 0.0174 -0.7167  0.0023


Q: energy of number 2 (C5H4N3O2)?
A: -507.2528 a.u.


Q: energy of number 4 (C5H4N9O2OsS)?
A: -1325.0181 a.u.